Entry w
DFT (ωB97M-V with the def2-TZVPD basis set) results for 2 unconnected molecules or ions with the total composition C2H5PS.

Results
Molecular weight, g mol⁻¹: 92.1
E_LUMO, Eh: -0.0175
2S+1: 1
SMILES: C#[PH2].C=S

Cartesian coordinates (Å):
C1 -1.490 0.990 -1.088
P1 -1.902 -0.161 -0.015
H1 -1.067 1.795 -0.480
H2 -2.057 -0.716 1.305
H3 -2.484 -1.205 -0.627
C2 2.191 -0.187 0.308
S1 3.505 0.197 -0.577
H4 1.093 0.273 0.130
H5 2.211 -0.986 1.044

Just the Löwdin charges please, in e? Sure, here they are: number 1, C, carries -0.36; number 2, P, carries 0.69; number 3, H, carries -0.09; number 4, H, carries -0.08; number 5, H, carries -0.12; number 6, C, carries -0.60; number 7, S, carries 0.57; number 8, H, carries 0.01; number 9, H, carries -0.02

***

Entry x
DFT (ωB97M-V with the def2-TZVPD basis set) results for a molecular structure, C2H5PS.

Results
Molecular weight, g mol⁻¹: 92.1
E_LUMO (alpha / beta), Eh: -0.0160 / -0.0161
2S+1: 1

Cartesian coordinates (Å):
C1 0.053 -1.101 1.768
C2 0.377 1.207 -1.627
P1 -0.064 0.141 -0.270
S1 -1.203 -1.963 2.152
H1 0.938 -0.920 2.363
H2 1.111 0.755 -2.287
H3 0.603 2.233 -1.365
H4 -0.537 -1.000 -0.899
H5 -1.279 0.649 0.163

Just the Löwdin charges please, in e? Sure, here they are: number 1, C, carries -0.80; number 2, C, carries -0.33; number 3, P, carries 0.75; number 4, S, carries 0.60; number 5, H, carries -0.04; number 6, H, carries -0.04; number 7, H, carries -0.04; number 8, H, carries -0.05; number 9, H, carries -0.06

***

Need the numbers? Relative energies in eV: entry w 1.084; entry x 0.000.

***

Entry w
DFT (ωB97M-V with the def2-TZVPD basis set) results for 2 unconnected molecules or ions with the total composition C5H14NO.

Results
Charge: +1
Molecular weight, g mol⁻¹: 104.2
E_LUMO, Eh: -0.1259
2S+1: 1

Cartesian coordinates (Å):
C1 0.569 -1.293 -1.326
C2 -0.430 -0.306 -0.637
C3 0.354 0.614 0.270
C4 0.878 1.666 -0.726
C5 0.382 2.885 -0.966
N1 -1.446 -1.138 0.179
H1 -0.027 -2.039 -1.977
H2 1.233 -0.661 -1.900
H3 0.919 -1.903 -0.397
H4 -1.076 0.194 -1.382
H5 1.037 -0.067 0.686
H6 -0.338 1.033 1.008
H7 1.915 1.496 -1.084
H8 0.513 3.369 -2.038
H9 0.038 3.657 -0.291
H10 -1.456 -2.214 0.202
H11 -2.414 -0.936 -0.265
H12 -1.220 -1.102 1.135
H13 0.826 -0.640 3.322
H14 -0.418 -1.527 3.444
O1 0.160 -1.087 2.744

Just the Löwdin charges please, in e? Sure, here they are: number 1, C, carries -0.03; number 2, C, carries -0.36; number 3, C, carries -0.18; number 4, C, carries -0.18; number 5, C, carries 0.02; number 6, N, carries 0.19; number 7, H, carries 0.11; number 8, H, carries 0.08; number 9, H, carries 0.12; number 10, H, carries 0.15; number 11, H, carries 0.08; number 12, H, carries 0.13; number 13, H, carries 0.12; number 14, H, carries 0.11; number 15, H, carries 0.06; number 16, H, carries 0.20; number 17, H, carries 0.22; number 18, H, carries 0.08; number 19, H, carries 0.09; number 20, H, carries 0.10; number 21, O, carries -0.09

***

Entry x
DFT (ωB97M-V with the def2-TZVPD basis set) results for 2 unconnected molecules or ions with the total composition C5H14NO.

Results
Charge: +1
Molecular weight, g mol⁻¹: 104.2
E_LUMO, Eh: -0.1134
2S+1: 1

Cartesian coordinates (Å):
C1 2.281 -0.203 -0.052
O1 1.594 -0.254 1.241
C2 1.323 -0.370 -1.179
C3 1.000 0.605 -2.030
H1 3.026 -1.008 -0.057
H2 2.818 0.759 -0.094
H3 2.213 -0.701 1.825
H4 0.957 -1.390 -1.284
H5 0.188 0.561 -2.738
H6 1.557 1.542 -1.987
C4 -2.594 -0.148 -0.568
C5 -1.887 0.675 0.454
N1 -1.151 -0.181 1.476
H7 -3.008 0.473 -1.361
H8 -1.953 -0.860 -1.077
H9 -3.482 -0.645 -0.173
H10 -1.108 1.291 -0.007
H11 -2.545 1.325 1.046
H12 -1.567 -1.116 1.458
H13 -1.354 0.110 2.433
H14 -0.088 -0.207 1.357

Just the Löwdin charges please, in e? Sure, here they are: number 1, C, carries -0.21; number 2, O, carries -0.10; number 3, C, carries -0.18; number 4, C, carries 0.04; number 5, H, carries 0.13; number 6, H, carries 0.13; number 7, H, carries 0.11; number 8, H, carries 0.11; number 9, H, carries 0.06; number 10, H, carries 0.08; number 11, C, carries -0.08; number 12, C, carries -0.20; number 13, N, carries 0.17; number 14, H, carries 0.10; number 15, H, carries 0.08; number 16, H, carries 0.09; number 17, H, carries 0.12; number 18, H, carries 0.13; number 19, H, carries 0.16; number 20, H, carries 0.16; number 21, H, carries 0.11

***

Entry y
DFT (ωB97M-V with the def2-TZVPD basis set) results for 2 unconnected molecules or ions with the total composition C5H14NO.

Results
Charge: +1
Molecular weight, g mol⁻¹: 104.2
E_LUMO, Eh: -0.1997
2S+1: 1

Cartesian coordinates (Å):
C1 1.060 -1.889 1.227
C2 2.801 -0.299 0.539
N1 2.411 -1.491 0.810
H1 1.174 -2.601 2.049
H2 0.555 -2.341 0.374
H3 0.541 -0.963 1.596
H4 2.097 0.539 0.745
H5 3.807 -0.146 0.125
H6 3.052 -2.246 0.632
C3 -1.656 1.746 -0.078
O1 -2.641 2.789 -0.253
C4 -1.703 0.801 -1.280
C5 -0.705 -0.355 -1.133
H7 -0.633 2.196 0.040
H8 -1.907 1.142 0.849
H9 -2.645 3.297 0.594
H10 -2.720 0.408 -1.391
H11 -1.489 1.399 -2.185
H12 -1.008 -0.963 -0.252
H13 -0.721 -1.028 -2.000
H14 0.327 0.005 -1.010

Just the Löwdin charges please, in e? Sure, here they are: number 1, C, carries -0.01; number 2, C, carries 0.19; number 3, N, carries 0.01; number 4, H, carries 0.11; number 5, H, carries 0.10; number 6, H, carries 0.12; number 7, H, carries 0.14; number 8, H, carries 0.14; number 9, H, carries 0.17; number 10, C, carries -0.29; number 11, O, carries -0.08; number 12, C, carries -0.24; number 13, C, carries -0.13; number 14, H, carries 0.12; number 15, H, carries 0.13; number 16, H, carries 0.10; number 17, H, carries 0.12; number 18, H, carries 0.12; number 19, H, carries 0.06; number 20, H, carries 0.08; number 21, H, carries 0.05

***

Entry z
DFT (ωB97M-V with the def2-TZVPD basis set) results for 2 unconnected molecules or ions with the total composition C5H14NO.

Results
Charge: +1
Molecular weight, g mol⁻¹: 104.2
E_LUMO, Eh: -0.1123
2S+1: 1

Cartesian coordinates (Å):
C1 0.526 1.153 -1.067
C2 0.496 1.560 0.426
C3 1.554 0.825 1.255
C4 0.672 -1.428 1.548
C5 1.548 -0.668 0.847
N1 -0.277 -0.136 -1.216
H1 0.056 1.814 -1.861
H2 1.566 0.814 -1.389
H3 -0.643 1.689 0.873
H4 0.762 2.618 0.273
H5 2.585 1.138 1.121
H6 1.224 0.765 2.336
H7 -0.193 -1.118 2.158
H8 0.606 -2.474 1.270
H9 2.480 -1.237 0.603
H10 0.039 -0.783 -1.886
H11 -1.147 0.202 -1.559
H12 -0.509 -0.676 -0.437
H13 -3.665 -1.362 -1.909
H14 -3.836 -0.688 -0.439
O1 -3.270 -1.050 -1.086

Just the Löwdin charges please, in e? Sure, here they are: number 1, C, carries -0.12; number 2, C, carries -0.19; number 3, C, carries -0.19; number 4, C, carries 0.00; number 5, C, carries -0.20; number 6, N, carries 0.18; number 7, H, carries 0.15; number 8, H, carries 0.15; number 9, H, carries 0.18; number 10, H, carries 0.11; number 11, H, carries 0.11; number 12, H, carries 0.13; number 13, H, carries 0.09; number 14, H, carries 0.06; number 15, H, carries 0.13; number 16, H, carries 0.15; number 17, H, carries 0.12; number 18, H, carries 0.09; number 19, H, carries 0.06; number 20, H, carries 0.03; number 21, O, carries -0.03

***

Need the numbers? Relative energies in eV: entry w 2.214; entry x 0.000; entry y 0.911; entry z 1.427.